# 1
C5H10NOP | ωB97M-V/def2-TZVPD

Values from the calculation:
2S+1: 1
largest force on an atom: 4.3 eV/A
Kohn-Sham gap: 10.34 eV
charge: 0
ΔE to the lowest compared entry with this formula, charge and spin: 336.7 kJ/mol
HOMO level: -0.35552 Eh

Atoms and positions in Å:
C  2.058  -0.459  -1.192
C  -0.623  0.442  -0.082
C  0.096  -0.861  0.090
C  -1.897  0.760  -0.144
C  1.933  0.210  1.231
N  1.554  -0.499  0.080
O  3.171  -0.231  -1.519
P  -3.302  -0.345  -0.397
H  0.142  1.218  -0.149
H  1.115  -1.008  -2.149
H  -0.126  -1.400  1.001
H  0.027  -1.531  -0.762
H  -2.208  1.832  -0.106
H  1.073  0.836  1.459
H  2.359  -0.381  2.044
H  2.812  0.803  0.828
H  -3.971  0.799  -0.864
H  -4.213  -0.186  0.632

Mulliken population analysis, charges in e, atoms 1 to 4: 0.271, 0.242, -0.759, -0.717

# 2
C5H10NOS | ωB97M-V/def2-TZVPD

Values from the calculation:
2S+1: 1
largest force on an atom: 2.0 eV/A
Kohn-Sham gap: 5.77 eV
structure (SMILES): CC(=O)N[C@@H](C)C[S-]
charge: -1
ΔE to the lowest compared entry with this formula, charge and spin: 15.3 kJ/mol
HOMO level: -0.09032 Eh

Atoms and positions in Å:
O  2.094  -0.544  -0.874
C  0.927  -0.747  -1.150
N  -0.116  -0.191  -0.513
C  0.050  0.483  0.801
C  -0.942  -0.050  1.828
S  -0.345  0.178  3.545
C  -0.054  2.011  0.675
C  0.496  -1.656  -2.264
H  -1.047  -0.244  -0.884
H  1.076  0.303  1.077
H  -1.055  -1.121  1.649
H  -1.935  0.393  1.683
H  -1.117  2.258  0.529
H  0.612  2.473  -0.054
H  0.131  2.393  1.686
H  -0.561  -1.637  -2.525
H  1.029  -1.615  -3.223
H  0.756  -2.686  -1.985

Mulliken population analysis, charges in e, atoms 1 to 4: -0.655, 0.663, -0.230, 0.133

# 3
C5H10NOS | ωB97M-V/def2-TZVPD

Values from the calculation:
2S+1: 1
largest force on an atom: 5.0 eV/A
Kohn-Sham gap: 7.83 eV
charge: +1
ΔE to the lowest compared entry with this formula, charge and spin: 340.1 kJ/mol
HOMO level: -0.52124 Eh

Atoms and positions in Å:
C  1.154  -0.102  0.310
C  0.650  1.113  1.226
C  -0.243  1.864  0.433
C  -1.051  1.272  -0.614
C  0.608  -1.990  -0.886
N  0.219  -1.068  0.219
O  2.150  -0.020  -0.284
S  -1.002  -1.416  1.311
H  0.145  0.340  1.915
H  1.304  1.649  1.821
H  -1.397  0.160  -0.366
H  -0.279  2.935  0.510
H  -1.754  1.967  -1.109
H  -0.392  0.958  -1.374
H  1.607  -1.965  -1.054
H  0.080  -2.957  -0.752
H  0.170  -1.509  -1.794
H  -1.970  -1.230  0.488

Mulliken population analysis, charges in e, atoms 1 to 4: 0.524, -0.559, 0.181, -0.686

# 4
C5H10NP | ωB97M-V/def2-TZVPD

Values from the calculation:
2S+1: 1
largest force on an atom: 5.6 eV/A
Kohn-Sham gap: 8.97 eV
structure (SMILES): C=CN(C=C)PC
charge: 0
ΔE to the lowest compared entry with this formula, charge and spin: 250.4 kJ/mol
HOMO level: -0.29103 Eh

Atoms and positions in Å:
C  -0.982  -1.844  0.461
C  -2.120  1.544  -0.143
C  -0.741  -1.083  -0.549
C  -0.865  1.461  0.255
C  2.556  -0.441  -0.247
N  -0.012  0.424  -0.260
P  1.288  0.292  0.865
H  -1.491  -2.885  0.221
H  -0.923  -1.417  1.385
H  -2.865  2.280  0.292
H  -2.602  0.916  -0.930
H  -0.898  -1.169  -1.564
H  -0.602  2.163  1.036
H  2.469  -1.495  -0.365
H  3.457  -0.217  0.171
H  2.387  -0.176  -1.286
H  1.943  1.646  0.657

Mulliken population analysis, charges in e, atoms 1 to 4: -0.522, -0.665, -0.437, -0.071

# 5
C5H10NP | ωB97M-V/def2-TZVPD

Values from the calculation:
2S+1: 1
largest force on an atom: 4.7 eV/A
Kohn-Sham gap: 10.59 eV
structure (SMILES): CC(C)(C)PC#N
charge: 0
ΔE to the lowest compared entry with this formula, charge and spin: 40.8 kJ/mol
HOMO level: -0.36327 Eh

Atoms and positions in Å:
C  0.153  -2.594  -0.118
C  0.744  1.488  -0.681
C  -1.300  0.237  -0.613
C  0.172  0.176  1.454
C  0.082  0.237  -0.089
N  -0.662  -3.392  0.044
P  0.954  -1.216  -0.929
H  0.414  1.406  -1.773
H  0.160  2.348  -0.221
H  1.839  1.515  -0.462
H  -1.567  0.868  -1.505
H  -2.000  0.632  0.258
H  -1.557  -0.730  -0.794
H  -0.390  -0.694  1.793
H  1.101  -0.008  1.799
H  -0.179  1.109  1.833
H  2.035  -1.381  0.004

Mulliken population analysis, charges in e, atoms 1 to 4: 0.299, -1.503, -1.491, -1.838

- Number 2 is which compound?
  C5H10NOS